A structure of composition C4H5NO at a distorted geometry. Source: OMol25; level of theory: ωB97M-V/def2-TZVPD.

Frontier orbital gap in eV: 11.56
ΔE to the lowest compared entry with this formula, charge and spin in eV: 1.623
LUMO in eV: 0.841

```
! wB97M-V def2-TZVPD RIJCOSX def2/J DEFGRID3
* xyz 0 1
N -1.02 -2.73 -0.25
C -0.40 -1.82 0.08
C 0.40 -0.63 0.47
C 0.54 0.41 -0.65
C -0.50 1.18 0.17
O -0.35 0.27 1.28
H 1.31 -0.97 0.97
H 1.53 0.88 -0.65
H 0.28 0.10 -1.66
H -0.25 2.21 0.45
H -1.52 1.14 -0.24
*
```

A cluster of 10 separate species, C66H146N6O10 in total at a distorted geometry. Source: OMol25; level of theory: ωB97M-V/def2-TZVPD.

Frontier orbital gap in eV: 8.32
ΔE to the lowest compared entry with this formula, charge and spin in eV: 5.273
LUMO in eV: 0.286

```
! wB97M-V def2-TZVPD RIJCOSX def2/J DEFGRID3
* xyz 0 1
C -2.99 -0.10 -3.72
C -4.20 0.15 -2.77
C -3.84 1.35 -1.85
C -5.45 0.68 -3.64
C -6.81 0.69 -2.88
C -7.05 -0.76 -2.40
C -5.91 -1.27 -1.47
C -6.07 -0.49 -0.12
C -6.11 -2.82 -1.29
N -4.53 -1.11 -2.07
O -3.49 -1.55 -1.33
H -2.07 -0.28 -3.17
H -3.18 -1.02 -4.26
H -2.81 0.69 -4.45
H -2.92 1.19 -1.28
H -3.71 2.27 -2.43
H -4.57 1.52 -1.07
H -5.32 1.65 -4.12
H -5.59 0.01 -4.49
H -6.74 1.42 -2.08
H -7.56 1.12 -3.55
H -7.17 -1.43 -3.26
H -8.01 -0.80 -1.89
H -6.91 -0.85 0.48
H -6.17 0.59 -0.20
H -5.23 -0.53 0.58
H -7.05 -3.08 -0.80
H -5.33 -3.29 -0.71
H -5.96 -3.32 -2.25
H -3.20 -2.22 -1.95
C 2.08 -1.95 4.77
C 3.22 -0.90 5.03
C 2.62 0.15 5.89
C 4.35 -1.55 5.93
C 5.25 -2.52 5.11
C 5.83 -1.75 3.88
C 4.79 -1.21 2.89
C 5.58 -0.28 1.94
C 4.16 -2.40 2.09
N 3.73 -0.42 3.71
O 2.84 0.25 2.83
H 2.26 -2.76 4.07
H 1.88 -2.52 5.68
H 1.12 -1.50 4.53
H 3.35 0.93 6.07
H 1.83 0.66 5.34
H 2.20 -0.16 6.85
H 5.02 -0.77 6.30
H 3.94 -2.09 6.78
H 6.07 -2.76 5.78
H 4.74 -3.37 4.66
H 6.40 -2.56 3.41
H 6.54 -0.97 4.12
H 5.69 0.72 2.36
H 5.04 -0.16 1.00
H 6.49 -0.75 1.54
H 3.26 -2.16 1.51
H 3.89 -3.25 2.71
H 4.90 -2.85 1.43
H 2.19 -0.41 2.59
C 4.92 -1.77 -6.22
C 4.92 -0.28 -5.71
C 5.87 0.42 -6.79
C 3.45 0.22 -5.82
C 2.56 -0.27 -4.72
C 3.23 0.06 -3.38
C 4.68 -0.44 -3.22
C 5.18 0.30 -1.97
C 4.72 -2.01 -2.93
N 5.46 -0.09 -4.39
O 6.74 -0.60 -4.30
H 4.92 -1.93 -7.30
H 5.76 -2.29 -5.76
H 4.04 -2.25 -5.80
H 5.40 0.76 -7.71
H 6.46 1.23 -6.36
H 6.58 -0.32 -7.14
H 3.48 1.31 -5.78
H 3.01 -0.01 -6.79
H 1.58 0.20 -4.78
H 2.32 -1.33 -4.78
H 2.67 -0.36 -2.54
H 3.18 1.12 -3.13
H 4.60 -0.04 -1.11
H 5.18 1.38 -2.14
H 6.24 0.04 -1.88
H 4.25 -2.62 -3.70
H 4.23 -2.32 -2.01
H 5.78 -2.27 -2.87
H 7.28 0.12 -4.65
C -3.63 -5.55 3.91
C -2.57 -4.59 4.54
C -1.73 -5.34 5.57
C -1.60 -4.10 3.45
C -2.11 -3.06 2.45
C -2.83 -1.95 3.18
C -3.95 -2.35 4.21
C -4.20 -1.04 5.02
C -5.25 -2.64 3.47
N -3.33 -3.43 5.08
O -4.13 -3.78 6.16
H -3.84 -5.43 2.85
H -3.28 -6.58 3.89
H -4.62 -5.53 4.36
H -0.87 -4.76 5.91
H -2.15 -5.76 6.48
H -1.16 -6.12 5.05
H -0.76 -3.63 3.96
H -1.21 -4.93 2.85
H -1.22 -2.69 1.94
H -2.72 -3.48 1.65
H -3.17 -1.41 2.31
H -2.08 -1.31 3.65
H -4.57 -0.29 4.32
H -3.31 -0.66 5.53
H -4.94 -1.22 5.80
H -5.41 -1.82 2.77
H -6.09 -2.80 4.15
H -5.22 -3.54 2.85
H -4.97 -4.00 5.75
C -2.36 5.15 -2.66
C -1.24 6.12 -2.99
C -1.85 7.55 -2.93
C -0.17 6.05 -1.83
C 0.68 4.80 -1.89
C 1.35 4.69 -3.26
C 0.41 4.68 -4.47
C 1.24 5.01 -5.75
C -0.24 3.33 -4.53
N -0.57 5.79 -4.32
O -1.39 5.92 -5.42
H -3.22 5.55 -2.11
H -2.76 4.83 -3.62
H -1.96 4.29 -2.11
H -1.10 8.32 -3.11
H -2.57 7.76 -3.72
H -2.30 7.67 -1.95
H 0.48 6.92 -1.95
H -0.63 6.19 -0.86
H 1.45 4.98 -1.14
H 0.09 3.92 -1.66
H 2.16 3.97 -3.33
H 1.98 5.57 -3.37
H 2.09 4.32 -5.80
H 1.66 6.01 -5.64
H 0.68 5.06 -6.68
H -0.82 3.12 -3.63
H 0.52 2.55 -4.52
H -0.89 3.24 -5.39
H -1.06 6.73 -5.80
C -2.73 3.11 5.71
C -1.91 3.07 4.36
C -0.49 2.54 4.70
C -2.64 1.94 3.57
C -2.43 2.09 2.07
C -2.76 3.54 1.54
C -1.90 4.56 2.30
C -0.50 4.44 1.73
C -2.60 5.88 1.97
N -1.94 4.38 3.74
O -1.24 5.39 4.44
H -2.57 2.16 6.22
H -2.45 3.92 6.39
H -3.80 3.20 5.52
H 0.00 2.24 3.77
H 0.14 3.31 5.14
H -0.37 1.64 5.31
H -2.14 0.99 3.70
H -3.70 1.83 3.83
H -1.38 1.98 1.80
H -3.02 1.30 1.62
H -3.84 3.66 1.61
H -2.55 3.58 0.47
H -0.13 3.42 1.74
H 0.21 5.06 2.28
H -0.48 4.75 0.68
H -3.61 6.02 2.36
H -2.48 6.11 0.91
H -2.04 6.66 2.49
H -0.33 5.23 4.18
C 0.34 -1.61 -1.13
C 1.07 -0.74 -0.07
C 0.71 0.74 -0.12
O 0.72 -1.25 1.22
H 0.11 -1.07 -2.05
H -0.61 -1.87 -0.66
H 0.76 -2.59 -1.37
H 2.13 -0.90 -0.27
H -0.34 0.84 -0.36
H 1.31 1.35 -0.80
H 0.89 1.20 0.86
H -0.07 -0.76 1.44
C 4.84 4.56 -1.71
C 5.02 4.00 -0.25
C 3.88 3.11 0.25
O 6.24 3.23 -0.29
H 5.79 4.83 -2.19
H 4.12 5.38 -1.74
H 4.46 3.80 -2.38
H 5.29 4.77 0.47
H 2.85 3.47 0.12
H 3.87 3.09 1.34
H 3.85 2.15 -0.26
H 6.42 2.86 0.57
C 1.28 -5.53 1.32
C 1.08 -6.77 0.49
C 1.74 -6.66 -0.84
O 1.80 -7.77 1.22
H 0.83 -5.55 2.31
H 1.02 -4.60 0.82
H 2.34 -5.30 1.45
H 0.04 -7.11 0.42
H 2.77 -6.30 -0.74
H 1.12 -5.99 -1.44
H 1.70 -7.60 -1.39
H 1.74 -8.50 0.60
C -2.36 -5.00 -1.03
C -1.51 -4.65 -2.28
C -1.57 -5.71 -3.36
O -2.07 -3.49 -2.89
H -2.28 -6.06 -0.80
H -3.41 -4.77 -1.23
H -1.99 -4.44 -0.17
H -0.48 -4.61 -1.95
H -1.24 -6.64 -2.89
H -1.02 -5.60 -4.30
H -2.61 -5.84 -3.65
H -1.59 -3.41 -3.72
*
```

A structure of composition C20H49N2O6P2SiW. Source: OMol25; level of theory: ωB97M-V/def2-TZVPD.

Frontier orbital gap (alpha / beta) in eV: 7.36 / 7.97
Expectation value of S²: 2.015
LUMO (alpha / beta) in eV: -10.570 / -10.218

```
! wB97M-V def2-TZVPD RIJCOSX def2/J DEFGRID3
* xyz 3 3
W 0.99 1.34 0.01
C 5.64 -1.33 -0.16
O 4.79 -0.25 0.36
C 3.63 -0.03 -0.11
O 2.94 0.91 0.41
N 3.10 -0.73 -1.13
N 1.79 -0.39 -1.51
H 6.54 -1.28 0.44
H 5.88 -1.13 -1.21
H 5.14 -2.28 -0.01
H 3.58 -1.49 -1.58
H 1.13 -1.18 -1.36
H 1.77 -0.13 -2.49
C 2.91 4.07 0.74
P 2.30 3.43 -0.85
C 3.74 3.26 -1.92
C 1.21 4.73 -1.51
C 0.02 4.88 -0.56
P -0.71 3.25 -0.16
C -1.75 2.84 -1.59
C -1.82 3.49 1.24
H 2.14 4.13 1.50
H 3.31 5.07 0.58
H 3.71 3.43 1.11
H 4.25 4.22 -1.97
H 3.45 2.97 -2.93
H 4.44 2.53 -1.51
H 0.90 4.47 -2.52
H 1.78 5.66 -1.58
H -0.77 5.48 -1.02
H 0.30 5.38 0.36
H -2.51 3.61 -1.70
H -2.23 1.87 -1.44
H -1.16 2.80 -2.50
H -2.47 4.34 1.03
H -1.26 3.69 2.16
H -2.44 2.61 1.38
C 0.03 -2.53 3.75
C 0.37 -1.67 2.55
C 1.55 -2.24 1.79
C 0.63 -0.24 3.01
O -0.79 -1.68 1.69
Si -1.21 -1.30 0.20
O -0.48 0.32 -0.05
O -0.37 -2.04 -0.97
C -0.76 -3.17 -1.88
C -1.22 -4.31 -1.00
C 0.52 -3.51 -2.63
C -1.84 -2.68 -2.81
O -2.76 -1.22 -0.05
C -4.00 -0.91 0.70
C -4.72 0.15 -0.12
C -4.78 -2.21 0.76
C -3.64 -0.42 2.09
H 0.85 -2.55 4.46
H -0.17 -3.55 3.43
H -0.86 -2.15 4.26
H 2.43 -2.31 2.43
H 1.80 -1.62 0.92
H 1.32 -3.24 1.42
H 1.55 -0.18 3.60
H -0.20 0.15 3.59
H 0.75 0.47 2.16
H -0.41 -4.68 -0.37
H -1.57 -5.14 -1.62
H -2.06 -4.01 -0.36
H 1.31 -3.79 -1.93
H 0.84 -2.68 -3.26
H 0.35 -4.36 -3.29
H -2.77 -2.47 -2.28
H -2.05 -3.46 -3.55
H -1.53 -1.79 -3.35
H -4.97 -0.23 -1.11
H -4.10 1.04 -0.23
H -5.65 0.43 0.38
H -5.03 -2.56 -0.24
H -5.72 -2.05 1.30
H -4.22 -2.98 1.29
H -2.89 0.38 2.04
H -3.25 -1.22 2.71
H -4.53 -0.01 2.57
*
```